[1]
A cluster of 2 separate species, C3H7N2 in total at a distorted geometry. Source: the Open Molecules 2025 dataset; level of theory: the ωB97M-V functional and the def2-TZVPD basis.

Structure (ORCA input):
```
! wB97M-V def2-TZVPD RIJCOSX def2/J DEFGRID3
* xyz 1 1
C -0.002 -2.430 -0.020
C -1.225 0.798 -0.747
C 0.767 0.901 0.513
N -0.107 0.274 -0.402
N -0.283 -3.225 0.747
H 0.046 -0.878 -0.331
H -1.494 1.785 -0.476
H -1.899 0.362 -1.421
H 1.401 1.409 -0.086
H 0.216 1.529 1.085
H 1.357 0.242 1.170
H -0.488 -3.933 1.379
*
```

The calculation puts the frontier orbital gap at 11.85 eV. The total energy comes out at -6195.33234 eV. For the LUMO energy, the calculation gives -0.1735 hartree. The HOMO energy is -16.57 eV.

And the Mulliken charges, in e, turn out to be: atom 1 (C): -0.246, atom 2 (C): -0.131, atom 3 (C): -0.935, atom 4 (N): -0.069, atom 5 (N): 0.011, atom 6 (H): 0.390, atom 7 (H): 0.295, atom 8 (H): 0.289, atom 9 (H): 0.390, atom 10 (H): 0.392, atom 11 (H): 0.322, atom 12 (H): 0.292

[2]
A cluster of 2 separate species, C3H7N2 in total at a distorted geometry. Source: the Open Molecules 2025 dataset; level of theory: the ωB97M-V functional and the def2-TZVPD basis.

Structure (ORCA input):
```
! wB97M-V def2-TZVPD RIJCOSX def2/J DEFGRID3
* xyz 1 1
C -0.018 0.835 0.011
C -1.379 0.676 0.061
C 0.985 -0.162 0.003
N 2.324 -0.102 -0.025
N -1.992 -0.554 -0.074
H 0.173 1.817 -0.486
H -2.044 1.442 0.357
H 0.448 -1.920 0.304
H 2.800 0.831 -0.236
H 2.969 -0.962 0.157
H -1.301 -1.197 -0.250
H -2.965 -0.703 0.178
*
```

The calculation puts the frontier orbital gap at 8.75 eV. The total energy comes out at -6193.89598 eV. For the LUMO energy, the calculation gives -0.1870 hartree. The HOMO energy is -13.84 eV.

And the Mulliken charges, in e, turn out to be: atom 1 (C): -0.400, atom 2 (C): 0.060, atom 3 (C): 0.141, atom 4 (N): -0.358, atom 5 (N): -0.255, atom 6 (H): 0.284, atom 7 (H): 0.418, atom 8 (H): 0.189, atom 9 (H): 0.287, atom 10 (H): 0.292, atom 11 (H): 0.075, atom 12 (H): 0.267

[3]
The ion C3H7N2 with charge +1 at a distorted geometry. Source: the Open Molecules 2025 dataset; level of theory: the ωB97M-V functional and the def2-TZVPD basis.

Structure (ORCA input):
```
! wB97M-V def2-TZVPD RIJCOSX def2/J DEFGRID3
* xyz 1 1
N -1.575 -0.557 -0.047
C -0.892 0.670 -0.021
N 0.605 0.225 0.031
C 1.038 -0.917 -0.042
C 2.092 0.129 -0.095
H -2.144 -0.632 0.747
H -1.961 -0.839 -0.907
H -1.097 1.285 0.825
H -0.893 1.155 -0.984
H 1.002 -2.026 -0.199
H 2.552 0.478 0.800
H 2.689 0.192 -1.118
*
```

The calculation puts the frontier orbital gap at 10.72 eV. The total energy comes out at -6194.58347 eV. For the LUMO energy, the calculation gives -0.1618 hartree. Its SMILES is NC[N+]1=CC1. The HOMO energy is -15.13 eV.

And the Mulliken charges, in e, turn out to be: atom 1 (N): -0.400, atom 2 (C): -0.364, atom 3 (N): 0.079, atom 4 (C): 0.036, atom 5 (C): -0.309, atom 6 (H): 0.219, atom 7 (H): 0.221, atom 8 (H): 0.343, atom 9 (H): 0.320, atom 10 (H): 0.326, atom 11 (H): 0.284, atom 12 (H): 0.245

[4]
A cluster of 2 separate species, C3H7N2O in total at a distorted geometry. Source: the Open Molecules 2025 dataset; level of theory: the ωB97M-V functional and the def2-TZVPD basis.

Structure (ORCA input):
```
! wB97M-V def2-TZVPD RIJCOSX def2/J DEFGRID3
* xyz -1 1
C 1.298 0.981 0.649
C 0.640 1.253 -0.678
C -0.068 0.473 0.366
N -0.253 -1.508 0.108
N -1.341 -1.908 -0.508
O -2.552 -1.964 0.033
H 2.111 0.267 0.667
H 1.456 1.819 1.331
H 0.338 2.276 -0.898
H 1.025 0.730 -1.546
H -0.929 0.893 0.866
H -0.381 -1.686 1.106
H -1.344 -1.624 -1.496
*
```

The calculation puts the frontier orbital gap (alpha / beta) at 5.53 / 5.53 eV. The total energy comes out at -8247.13648 eV. For the LUMO energy (alpha / beta), the calculation gives 0.1613 / 0.1613 hartree. The HOMO energy (alpha / beta) is -1.14 / -1.13 eV.

And the Mulliken charges, in e, turn out to be: atom 1 (C): -0.560, atom 2 (C): -0.562, atom 3 (C): -0.221, atom 4 (N): -0.371, atom 5 (N): -0.084, atom 6 (O): -0.779, atom 7 (H): 0.202, atom 8 (H): 0.211, atom 9 (H): 0.224, atom 10 (H): 0.211, atom 11 (H): 0.245, atom 12 (H): 0.263, atom 13 (H): 0.220